{
  "formula": "C31H50ClPTeV",
  "method": "ωB97M-V/def2-TZVPD",
  "elements": ["V", "Cl", "P", "C", "H", "H", "C", "C", "C", "H", "C", "H", "H", "C", "H", "H", "C", "H", "H", "C", "H", "H", "H", "H", "C", "C", "H", "C", "H", "H", "C", "H", "H", "C", "H", "H", "C", "H", "H", "H", "H", "C", "H", "C", "H", "H", "C", "H", "H", "C", "H", "H", "C", "H", "H", "H", "H", "C", "C", "H", "C", "H", "C", "H", "H", "C", "H", "H", "C", "H", "H", "H", "H", "Te", "C", "C", "C", "C", "C", "C", "H", "H", "H", "H", "H"],
  "coordinates": [[-0.241160, 1.072342, 1.478274], [-2.162114, 0.961255, 0.307354], [0.127356, 0.440248, -2.069912], [-0.253212, 2.883311, 1.786214], [0.528619, 3.583315, 2.130937], [-1.248383, 3.395219, 1.712502], [1.505344, -0.467970, -3.014530], [0.093916, 2.239293, -2.687330], [2.878763, 0.157973, -2.739853], [1.471431, -1.447127, -2.497758], [4.001636, -0.792934, -3.189462], [2.974468, 1.108299, -3.287038], [2.995170, 0.389346, -1.669044], [3.845293, -1.228385, -4.649292], [4.972075, -0.304056, -3.043551], [3.986722, -1.680361, -2.541744], [2.431371, -1.718083, -4.983026], [4.094214, -0.381208, -5.302013], [4.565499, -2.023358, -4.872225], [1.338990, -0.750469, -4.510977], [2.332430, -1.877462, -6.063357], [2.263038, -2.691175, -4.500987], [1.410065, 0.188162, -5.080442], [0.357657, -1.188213, -4.730053], [-1.453640, -0.262525, -2.866605], [0.654822, 2.484068, -4.085774], [-0.987968, 2.468835, -2.693363], [0.419500, 3.941382, -4.497650], [1.732953, 2.273254, -4.096553], [0.191235, 1.823371, -4.830978], [1.016330, 4.933059, -3.493349], [0.846461, 4.110051, -5.493243], [-0.662636, 4.112439, -4.574487], [0.596363, 4.643734, -2.049223], [2.111463, 4.894199, -3.561700], [0.715640, 5.951279, -3.764766], [0.763129, 3.170290, -1.665584], [1.179152, 5.268648, -1.361606], [-0.458299, 4.923044, -1.920140], [1.836834, 2.932344, -1.593384], [0.342724, 3.009189, -0.659602], [-1.467346, -1.796951, -2.813325], [-2.194117, 0.103158, -2.133139], [-2.824959, -2.368220, -3.256893], [-0.678608, -2.208830, -3.460352], [-1.243574, -2.136862, -1.791272], [-3.308933, -1.806712, -4.598779], [-2.756356, -3.460893, -3.317482], [-3.570817, -2.141051, -2.482811], [-3.226678, -0.280302, -4.677933], [-2.710089, -2.242954, -5.408975], [-4.344839, -2.119446, -4.771677], [-1.864053, 0.276297, -4.242972], [-3.439813, 0.052220, -5.701084], [-4.000336, 0.160636, -4.034999], [-1.112084, 0.003924, -4.998576], [-1.921940, 1.373835, -4.236080], [0.315760, -2.023232, 1.332670], [-0.300748, -1.133246, 2.083072], [1.165362, -1.735803, 0.707272], [-1.597919, -1.386411, 2.826989], [0.299803, -0.237251, 2.573610], [-1.847505, -2.895360, 3.104112], [-1.597067, -0.852217, 3.790777], [-2.454080, -0.982286, 2.252233], [-1.434403, -3.764107, 1.922098], [-1.277037, -3.189426, 3.997187], [-2.911184, -3.065756, 3.329919], [-0.000580, -3.484276, 1.408081], [-1.525165, -4.816756, 2.210357], [-2.152380, -3.607170, 1.106968], [0.713707, -3.973919, 2.100572], [0.173691, -4.024007, 0.466683], [2.243039, 1.113416, 0.929478], [2.742810, 0.794250, 2.978051], [2.951339, -0.513272, 3.445376], [2.929970, -0.733292, 4.826585], [2.769411, 0.348081, 5.702258], [2.666927, 1.659716, 5.220778], [2.698036, 1.901051, 3.841241], [3.084722, -1.334895, 2.742956], [3.053743, -1.745825, 5.211441], [2.751623, 0.169931, 6.779063], [2.580477, 2.498356, 5.913126], [2.640037, 2.908333, 3.430414]],
  "atomic_forces_ev_per_a": [[-0.260, 1.489, -0.734], [-1.183, -0.299, -0.387], [0.052, -0.084, -0.612], [-0.784, 1.284, 0.549], [-0.262, -0.264, -0.133], [0.587, -0.271, 0.137], [-0.591, 0.311, 0.117], [-0.070, -0.670, 0.206], [0.208, -0.176, 0.063], [0.122, 0.193, -0.084], [-0.204, 0.092, 0.118], [-0.004, -0.251, 0.142], [-0.033, -0.100, -0.379], [-0.020, 0.060, -0.045], [-0.058, -0.125, -0.018], [0.000, 0.095, -0.042], [-0.041, 0.014, 0.034], [-0.048, -0.034, 0.033], [0.004, 0.094, -0.056], [0.257, -0.048, -0.131], [0.082, -0.058, 0.073], [0.022, 0.063, -0.024], [0.017, -0.265, 0.113], [0.377, 0.134, 0.034], [0.308, 0.513, 0.431], [-0.175, 0.249, -0.222], [0.245, 0.010, 0.043], [0.071, -0.007, 0.059], [-0.244, 0.115, -0.017], [0.126, 0.199, 0.235], [0.055, -0.018, -0.015], [-0.077, 0.081, 0.043], [0.054, -0.014, -0.009], [-0.084, -0.100, -0.097], [-0.053, -0.031, -0.013], [0.105, -0.027, -0.012], [0.010, 0.041, 0.066], [-0.130, -0.057, -0.061], [0.072, -0.039, 0.009], [-0.158, 0.007, -0.067], [0.123, -0.013, -0.290], [-0.075, -0.015, -0.103], [0.064, -0.181, -0.219], [-0.002, 0.134, 0.174], [-0.173, 0.036, 0.131], [-0.029, 0.116, -0.159], [0.125, -0.007, -0.021], [-0.061, 0.083, 0.017], [0.096, 0.026, -0.073], [-0.006, 0.124, 0.160], [0.024, 0.044, 0.041], [0.097, -0.043, -0.041], [-0.002, -0.222, -0.226], [-0.057, -0.048, 0.089], [0.053, -0.082, -0.021], [-0.260, 0.109, 0.133], [0.039, -0.284, 0.051], [1.031, -0.613, -0.487], [-0.634, 0.883, 2.297], [0.057, 0.048, 0.537], [-0.415, -0.817, 0.424], [-0.444, -1.529, -0.906], [0.221, 0.494, 0.095], [0.041, -0.065, -0.329], [0.535, -0.049, 0.085], [0.071, -0.157, -0.314], [-0.047, 0.014, -0.152], [0.269, 0.047, -0.002], [-0.830, -0.760, 0.043], [0.040, 0.006, -0.099], [0.150, 0.060, 0.002], [-0.104, 0.452, -0.096], [-0.179, 0.309, -0.017], [2.084, -0.074, -0.281], [0.204, 0.077, -0.588], [-0.282, 0.601, 0.735], [0.202, 0.285, -0.147], [-0.003, -0.002, 0.042], [0.336, -0.117, -0.326], [-0.169, -0.911, 0.563], [-0.164, 0.206, 0.151], [-0.038, 0.227, 0.015], [-0.037, 0.034, -0.269], [0.015, -0.244, -0.099], [-0.162, -0.288, 0.137]],
  "lowdin_charge": [-0.057, 0.045, 1.075, -0.379, -0.069, -0.061, -0.446, -0.433, -0.238, 0.105, -0.200, 0.098, -0.002, -0.213, 0.106, 0.112, -0.204, 0.109, 0.100, -0.221, 0.103, 0.111, 0.101, 0.075, -0.458, -0.226, 0.110, -0.204, 0.095, 0.083, -0.214, 0.102, 0.111, -0.197, 0.109, 0.099, -0.257, 0.109, 0.114, 0.083, 0.043, -0.214, 0.037, -0.201, 0.094, 0.106, -0.213, 0.102, 0.113, -0.203, 0.108, 0.100, -0.215, 0.103, 0.114, 0.091, 0.099, -0.125, -0.277, 0.063, -0.200, 0.054, -0.203, 0.112, 0.074, -0.209, 0.108, 0.104, -0.183, 0.099, 0.111, 0.117, 0.103, 0.962, -0.619, -0.172, -0.111, -0.122, -0.103, -0.158, 0.086, 0.091, 0.087, 0.094, 0.083],
  "gap_ev": [5.95, 6.07],
  "charge": -1,
  "e_lumo_ev": [2.63, 2.63],
  "s2": 2.192,
  "e_above_lowest_kcal_mol": 31.2,
  "homo_energy_ev": [-3.32, -3.44],
  "multiplicity": 3
}


{
  "formula": "C3HNO2",
  "method": "ωB97M-V/def2-TZVPD",
  "elements": ["C", "C", "C", "N", "O", "O", "H"],
  "coordinates": [[0.699463, 1.012440, -1.128620], [0.004651, -0.505123, 0.931212], [0.136825, 0.189724, -0.213263], [1.230973, 1.715493, -1.872318], [-1.152460, -1.129107, 0.893730], [-1.590566, -0.683356, -0.381101], [0.671113, -0.600070, 1.770361]],
  "atomic_forces_ev_per_a": [[0.393, 0.299, -0.196], [-0.390, 0.068, -0.574], [-3.819, -2.306, 0.342], [0.058, 0.185, -0.251], [0.724, -0.141, 0.975], [3.006, 1.978, -0.518], [0.027, -0.082, 0.223]],
  "lowdin_charge": [-0.200, -0.104, 0.054, 0.197, -0.050, -0.037, 0.140],
  "gap_ev": 8.59,
  "e_lumo_ev": -1.75,
  "e_above_lowest_kcal_mol": 117.5,
  "homo_energy_ev": -10.34
}


{
  "formula": "C15H20AsB2N5NiO6S3",
  "method": "ωB97M-V/def2-TZVPD",
  "elements": ["Ni", "O", "As", "O", "O", "C", "C", "C", "C", "C", "C", "S", "O", "O", "O", "H", "H", "H", "H", "H", "C", "N", "C", "C", "N", "B", "N", "C", "C", "N", "C", "C", "S", "C", "S", "H", "H", "H", "H", "H", "H", "H", "H", "H", "H", "H", "H", "B", "C", "N", "H", "H", "H"],
  "coordinates": [[-0.120515, 0.113139, 0.112077], [-2.346619, 0.266063, -3.782706], [-1.065113, 0.790156, -2.600933], [-0.996806, 2.384176, -2.955294], [-1.609784, 0.495308, -1.098980], [0.429780, -0.071499, -3.512440], [1.095674, 0.693281, -4.456564], [2.035326, 0.096085, -5.278937], [2.327224, -1.253292, -5.144186], [1.677809, -2.007022, -4.180157], [0.724148, -1.405594, -3.382052], [-0.185393, -2.254948, -2.088602], [0.286169, -3.633482, -2.113926], [-1.576338, -2.100109, -2.412608], [0.301138, -1.561912, -0.877921], [-2.923368, 1.035106, -3.813512], [0.842937, 1.746448, -4.521126], [2.544363, 0.684345, -6.031568], [3.057721, -1.718567, -5.796275], [1.877793, -3.062282, -4.044634], [-1.178755, 2.771816, 3.082639], [0.246771, 2.773885, 2.942721], [1.164364, 2.904303, 3.947056], [2.387794, 2.925903, 3.363553], [2.232195, 2.810019, 2.015018], [3.364167, 2.921052, 0.976302], [3.373040, 1.729771, -0.023134], [4.088200, 1.796934, -1.181869], [4.126515, 0.566667, -1.751482], [3.417427, -0.269853, -0.933987], [3.286066, -1.693673, -1.053503], [2.930526, 0.467892, 0.104345], [2.015695, -0.228101, 1.350783], [0.919486, 2.687593, 1.767016], [0.167431, 2.482273, 0.256490], [-1.444521, 2.450914, 4.088858], [-1.606399, 2.077533, 2.357189], [-1.574848, 3.772067, 2.883828], [0.877147, 2.939201, 4.978678], [3.362763, 3.023304, 3.797072], [4.406233, 2.890307, 1.577393], [3.233319, 3.929934, 0.345028], [4.519042, 2.722181, -1.506347], [4.574596, 0.225568, -2.664059], [3.651569, -2.007506, -2.030355], [2.234876, -1.980116, -0.942759], [3.855480, -2.183806, -0.257896], [-1.787907, -0.646272, 4.374150], [-1.364542, -0.472562, 2.885569], [-1.027067, -0.270211, 1.795045], [-1.873592, -1.822761, 4.614681], [-2.846458, -0.088933, 4.542051], [-0.916809, -0.122140, 5.032434]],
  "atomic_forces_ev_per_a": [[0.393, 0.439, 0.864], [0.362, -0.390, 0.473], [-1.504, 1.499, -3.210], [0.589, 0.567, -0.096], [-0.146, -0.867, 1.333], [-0.162, 0.223, 0.190], [-0.164, 0.352, 0.111], [0.142, 0.070, -0.073], [0.036, -0.029, -0.043], [-0.035, -0.364, 0.018], [-0.291, -0.220, 0.536], [0.509, -2.031, -0.803], [0.150, 0.389, 0.056], [0.034, 0.362, 0.214], [-0.376, -0.200, 0.021], [0.036, 0.219, -0.052], [0.021, -0.037, -0.055], [0.032, 0.049, -0.020], [0.013, -0.009, 0.020], [0.016, -0.008, 0.013], [-0.624, -0.044, -0.132], [0.748, -0.255, -0.387], [0.429, 0.105, 0.333], [0.020, 0.123, 0.502], [-0.483, 0.045, -0.019], [-0.123, -0.127, 0.074], [-0.244, -0.536, -0.161], [0.317, -0.118, -0.464], [0.291, 0.338, -0.174], [-0.249, 0.868, 0.103], [-0.242, -0.647, 0.120], [0.449, -0.400, 0.382], [-0.105, -0.328, 0.416], [-0.259, 0.092, -0.275], [-0.232, 0.532, -0.373], [0.041, -0.038, -0.038], [0.046, 0.169, 0.150], [-0.011, -0.047, 0.039], [-0.046, 0.011, 0.140], [0.110, -0.053, 0.104], [0.265, 0.088, 0.233], [0.046, 0.263, -0.229], [0.039, 0.146, -0.111], [0.027, -0.029, -0.129], [0.034, 0.077, 0.014], [0.486, 0.035, -0.007], [0.012, 0.012, -0.097], [-0.033, -0.019, 0.308], [0.342, 0.299, -1.351], [-0.601, -0.524, 1.248], [-0.017, -0.232, 0.102], [-0.204, 0.117, 0.010], [0.114, 0.065, 0.171]],
  "lowdin_charge": [0.249, -0.277, 0.823, -0.511, -0.497, -0.237, -0.078, -0.097, -0.099, -0.075, -0.269, 0.460, -0.336, -0.297, -0.434, 0.011, 0.101, 0.092, 0.092, 0.108, -0.053, -0.108, -0.060, -0.086, -0.034, -0.483, -0.008, -0.081, -0.063, -0.112, -0.054, -0.697, 0.708, -0.722, 0.729, 0.086, 0.057, 0.090, 0.109, 0.104, 0.067, 0.068, 0.109, 0.106, 0.085, 0.046, 0.089, -0.464, -0.198, 0.075, -0.015, -0.011, -0.008],
  "gap_ev": [6.66, 7.26],
  "charge": -2,
  "e_lumo_ev": [4.57, 4.56],
  "s2": 2.007,
  "homo_energy_ev": [-2.09, -2.69],
  "multiplicity": 3
}